Arrangement i

ORCA calculation (ωB97M-V/def2-TZVPD) on an isolated molecule of C3H4N2OS.

Atoms and positions in Å:
1 C -0.949 -0.946 -0.319
2 N -1.630 0.098 -0.343
3 O -0.964 1.109 0.557
4 C 0.126 1.797 -0.093
5 N 1.342 1.348 -0.300
6 S 1.892 -0.112 -0.052
7 C 0.424 -1.170 0.369
8 H -1.454 -1.702 -1.027
9 H 0.091 2.985 -0.209
10 H 0.302 -1.202 1.605
11 H 0.822 -2.205 -0.189

Summary:
E_LUMO	0.02220	hartree
2S+1	1
net charge	0
SMILES string	C1=NOC=NSC1

Atomic partial charges in e from the Löwdin method, atoms 1 to 6: -0.229 0.084 -0.162 -0.246 -0.409 0.852

Arrangement ii

ORCA calculation (ωB97M-V/def2-TZVPD) on an isolated molecule of C3H4N2OS.

Atoms and positions in Å:
1 C -0.744 0.549 0.070
2 N 0.402 0.006 -0.578
3 N 1.236 -0.734 0.167
4 C 2.193 -1.206 -0.571
5 S 2.174 -0.772 -2.223
6 C 0.664 0.135 -1.889
7 O 0.076 0.881 -2.774
8 H -1.346 1.037 -0.728
9 H -1.119 -0.180 0.796
10 H -0.513 1.599 0.548
11 H 3.119 -1.543 -0.206

Summary:
E_LUMO	0.02181	hartree
2S+1	1
net charge	0
SMILES string	Cn1ncsc1=O

Atomic partial charges in e from the Löwdin method, atoms 1 to 6: -0.028 -0.225 0.033 -0.475 1.065 -0.660

Arrangement iii

ORCA calculation (ωB97M-V/def2-TZVPD) on an isolated molecule of C3H4N2OS.

Atoms and positions in Å:
1 C -2.844 1.212 -0.360
2 C -1.716 0.771 -0.449
3 C -0.463 0.155 -0.393
4 N 0.109 0.002 -1.577
5 O 1.262 -0.841 -1.455
6 N -0.246 -0.199 0.906
7 S 1.438 -0.228 1.475
8 H -3.880 1.623 -0.163
9 H 1.297 -0.778 -2.459
10 H -1.011 -0.219 1.533
11 H 1.580 -1.703 1.038

Summary:
E_LUMO	0.01500	hartree
2S+1	1
net charge	0
SMILES string	C#C/C(=N/O)NS

Atomic partial charges in e from the Löwdin method, atoms 1 to 6: 0.130 -0.114 -0.507 0.044 -0.153 -0.332

Stability check: which of them is least stable? arrangement iii.

Arrangement i

ORCA calculation (ωB97M-V/def2-TZVPD) on a 2-piece molecular cluster, CH3BrP2 overall.

Atoms and positions in Å:
1 C -0.144 0.746 0.668
2 P 0.450 -1.688 -0.768
3 P -0.748 -0.033 -0.886
4 Br 0.960 0.006 1.928
5 H 0.783 2.276 -0.299
6 H -1.110 1.123 1.144
7 H -0.190 -2.431 -1.787

Summary:
E_LUMO (alpha / beta)	-0.05383 / -0.03821	hartree
2S+1	1
net charge	0

Atomic partial charges in e from the Löwdin method, atoms 1 to 6: -1.204 0.352 0.380 0.558 0.163 -0.017

Arrangement ii

ORCA calculation (ωB97M-V/def2-TZVPD) on a 2-piece molecular cluster, CH3BrP2 overall.

Atoms and positions in Å:
1 C 1.924 0.423 -0.444
2 P 1.113 -0.830 0.250
3 P -1.021 0.017 -0.211
4 Br 4.636 0.044 -0.365
5 H 2.082 1.445 -0.791
6 H -1.074 -0.629 -1.335
7 H -1.717 -1.145 0.306

Summary:
E_LUMO (alpha / beta)	-0.07826 / -0.07929	hartree
2S+1	1
net charge	0

Atomic partial charges in e from the Löwdin method, atoms 1 to 6: -0.577 0.592 0.517 -0.102 -0.036 -0.249

Stability check: which of them is least stable? arrangement i.

Arrangement i

ORCA calculation (ωB97M-V/def2-TZVPD) on a 2-piece molecular cluster, C5H13NO overall.

Atoms and positions in Å:
1 C -0.368 -0.603 1.437
2 N 1.542 1.342 0.265
3 C 0.972 0.271 -0.462
4 C 0.104 -0.638 0.018
5 C -0.498 -1.712 -0.866
6 C 1.614 0.130 -1.833
7 H -0.059 -1.484 2.026
8 H -1.451 -0.694 1.536
9 H -0.065 0.271 2.009
10 H 2.550 1.247 0.320
11 H 1.107 1.534 1.144
12 H -1.136 -1.270 -1.634
13 H -1.156 -2.290 -0.213
14 H 0.225 -2.397 -1.294
15 H 2.672 -0.085 -1.682
16 H 1.088 -0.637 -2.378
17 H 1.587 1.110 -2.316
18 H -3.324 2.327 0.781
19 H -2.472 2.031 1.941
20 O -2.931 1.547 1.201

Summary:
E_LUMO (alpha / beta)	0.13818 / 0.13240	hartree
2S+1	2
net charge	-1

Atomic partial charges in e from the Löwdin method, atoms 1 to 6: -0.197 0.048 -0.413 -0.315 -0.112 -0.065

Arrangement ii

ORCA calculation (ωB97M-V/def2-TZVPD) on a 2-piece molecular cluster, C5H13NO overall.

Atoms and positions in Å:
1 C -1.719 -0.418 -0.772
2 C -2.050 -0.019 0.656
3 C -0.859 0.510 1.487
4 C 0.188 1.254 0.684
5 C 1.320 0.687 0.270
6 N 0.013 2.672 0.607
7 H -0.916 -1.161 -0.798
8 H -2.602 -0.893 -1.194
9 H -1.419 0.437 -1.377
10 H -2.442 -0.897 1.178
11 H -2.865 0.711 0.587
12 H -0.359 -0.357 1.916
13 H -1.151 1.141 2.327
14 H 1.549 -0.367 0.191
15 H 2.072 1.365 -0.116
16 H -0.638 2.992 -0.088
17 H 0.896 3.151 0.637
18 H 4.304 -3.380 -1.656
19 H 2.992 -4.022 -2.121
20 O 3.685 -3.408 -2.416

Summary:
E_LUMO (alpha / beta)	0.13068 / 0.12700	hartree
2S+1	2
net charge	-1

Atomic partial charges in e from the Löwdin method, atoms 1 to 6: -0.179 -0.282 -0.197 -0.449 -0.061 0.041

Arrangement iii

ORCA calculation (ωB97M-V/def2-TZVPD) on a 2-piece molecular cluster, C5H13NO overall.

Atoms and positions in Å:
1 C 1.243 1.705 -1.333
2 C 0.119 0.898 -1.861
3 C 0.291 -0.657 -1.441
4 C 0.290 -0.941 0.127
5 C -1.953 -0.345 0.207
6 N -0.812 -0.302 0.785
7 H 1.119 2.806 -1.556
8 H 1.305 1.588 -0.253
9 H 2.224 1.356 -1.718
10 H -0.843 1.174 -1.452
11 H 0.077 0.990 -2.920
12 H -0.633 -1.002 -1.834
13 H 1.044 -1.123 -2.024
14 H 1.142 -0.265 0.428
15 H 0.461 -1.908 0.551
16 H -2.796 0.256 0.652
17 H -2.280 -0.727 -0.704
18 H 0.061 -0.313 2.324
19 H 0.129 -0.166 3.872
20 O 0.592 -0.564 3.118

Summary:
E_LUMO (alpha / beta)	0.14944 / 0.14744	hartree
2S+1	2
net charge	-1

Atomic partial charges in e from the Löwdin method, atoms 1 to 6: -0.158 -0.271 -0.182 -0.291 -0.295 -0.193

Stability check: which of them is least stable? arrangement iii.

Arrangement i

ORCA calculation (ωB97M-V/def2-TZVPD) on a 2-piece molecular cluster, C5H13NO overall.

Atoms and positions in Å:
1 C -1.902 -0.995 -1.435
2 N -0.781 -0.297 -2.008
3 C -0.018 0.576 -1.209
4 C 0.041 0.603 0.159
5 C 0.660 1.592 1.113
6 C 0.859 1.525 -2.055
7 H -1.798 -2.117 -1.187
8 H -2.729 -1.240 -2.187
9 H -2.481 -0.656 -0.478
10 H -0.236 -0.627 -2.818
11 H -0.551 -0.235 0.661
12 H 1.576 1.959 0.652
13 H 0.691 1.151 2.073
14 H -0.094 2.444 1.300
15 H 1.858 1.673 -1.584
16 H 1.128 0.957 -2.907
17 H 0.435 2.607 -2.236
18 H 0.604 -2.788 5.308
19 H 1.419 -3.493 4.183
20 O 1.318 -2.640 4.655

Summary:
E_LUMO (alpha / beta)	0.12350 / 0.12194	hartree
2S+1	2
net charge	-1

Atomic partial charges in e from the Löwdin method, atoms 1 to 6: -0.279 -0.082 -0.387 -0.194 -0.153 -0.088

Arrangement ii

ORCA calculation (ωB97M-V/def2-TZVPD) on a 2-piece molecular cluster, C5H13NO overall.

Atoms and positions in Å:
1 C -1.917 -0.113 -0.677
2 C -0.810 0.256 -1.676
3 C 0.532 -0.288 -1.207
4 C 1.709 0.442 -0.983
5 C 2.759 -0.079 -0.024
6 N -1.813 0.709 0.567
7 H -2.861 0.131 -1.183
8 H -1.849 -1.177 -0.486
9 H -1.022 -0.156 -2.675
10 H -0.784 1.349 -1.739
11 H 0.455 -1.257 -0.700
12 H 2.005 1.280 -1.606
13 H 3.363 0.707 0.433
14 H 2.257 -0.759 0.687
15 H 3.453 -0.785 -0.532
16 H -2.365 1.525 0.327
17 H -0.829 0.977 0.607
18 H 0.444 -1.335 3.249
19 H -0.572 -1.121 2.112
20 O -0.360 -0.849 3.017

Summary:
E_LUMO (alpha / beta)	0.15680 / 0.14726	hartree
2S+1	2
net charge	-1

Atomic partial charges in e from the Löwdin method, atoms 1 to 6: -0.331 -0.290 -0.275 -0.312 -0.222 -0.020

Arrangement iii

ORCA calculation (ωB97M-V/def2-TZVPD) on a 2-piece molecular cluster, C5H13NO overall.

Atoms and positions in Å:
1 C 1.178 2.697 -1.377
2 C -0.028 1.809 -1.480
3 O -0.993 1.915 -0.735
4 N 0.045 0.852 -2.436
5 H 0.899 3.619 -0.872
6 H 1.721 2.884 -2.300
7 H -0.621 0.093 -2.368
8 H 0.938 0.564 -2.832
9 H 1.865 2.198 -0.679
10 C -0.590 -1.121 1.830
11 C -1.562 -2.126 1.163
12 C 0.805 -1.209 1.275
13 H -1.008 -0.143 1.589
14 H -0.668 -1.225 2.912
15 H -2.281 -2.476 1.897
16 H -1.050 -2.976 0.721
17 H 0.793 -1.074 0.193
18 H 1.473 -0.438 1.649
19 H -2.168 -1.649 0.389
20 H 1.251 -2.193 1.461

Summary:
E_LUMO (alpha / beta)	0.14719 / 0.14194	hartree
2S+1	2
net charge	-1

Atomic partial charges in e from the Löwdin method, atoms 1 to 6: -0.202 -0.711 -0.012 0.067 0.059 0.029

Stability check: which of them is least stable? arrangement i.

Arrangement i

ORCA calculation (ωB97M-V/def2-TZVPD) on an isolated molecule of CH3NOS.

Atoms and positions in Å:
1 C 1.039 0.479 -0.116
2 N -1.105 -0.417 0.169
3 O -0.157 0.639 0.081
4 S -2.647 0.181 -0.045
5 H 1.447 -0.490 -0.165
6 H 1.525 1.413 -0.106
7 H -2.838 -1.080 -0.316

Summary:
E_LUMO (alpha / beta)	-0.00364 / 0.01781	hartree
2S+1	1
net charge	0

Atomic partial charges in e from the Löwdin method, atoms 1 to 6: -0.039 -0.442 -0.209 0.686 0.080 0.078

Arrangement ii

ORCA calculation (ωB97M-V/def2-TZVPD) on a 2-piece molecular cluster, CH3NOS overall.

Atoms and positions in Å:
1 C 0.366 -0.082 -0.586
2 N 0.155 -0.716 0.594
3 O -1.879 1.127 0.287
4 S -1.330 -0.110 -0.142
5 H 1.363 1.840 -0.086
6 H 0.811 -0.621 -1.304
7 H 0.514 -1.438 1.237

Summary:
E_LUMO (alpha / beta)	-0.01290 / -0.00654	hartree
2S+1	1
net charge	0

Atomic partial charges in e from the Löwdin method, atoms 1 to 6: -0.412 -0.232 -0.494 0.892 0.118 0.006

Arrangement iii

ORCA calculation (ωB97M-V/def2-TZVPD) on an isolated molecule of CH3NOS.

Atoms and positions in Å:
1 C 0.200 0.071 -0.015
2 N 1.677 0.656 -0.015
3 O 4.032 0.309 -0.023
4 S 2.797 -0.394 0.030
5 H -0.249 0.237 0.909
6 H 0.148 -1.066 -0.156
7 H -0.476 0.494 -0.781

Summary:
E_LUMO	-0.01786	hartree
2S+1	1
net charge	0

Atomic partial charges in e from the Löwdin method, atoms 1 to 6: -0.169 -0.341 -0.508 0.857 0.024 0.070

Arrangement iv

ORCA calculation (ωB97M-V/def2-TZVPD) on a 2-piece molecular cluster, CH3NOS overall.

Atoms and positions in Å:
1 C 0.739 1.139 -1.451
2 N 0.771 0.865 -0.312
3 O 0.980 0.423 0.758
4 H 0.256 1.661 -2.223
5 S -1.289 -1.314 1.519
6 H -0.124 -0.746 1.376
7 H -1.333 -2.028 0.333

Summary:
E_LUMO	0.02168	hartree
2S+1	1
net charge	0
SMILES string	C#[N+][O-].S

Atomic partial charges in e from the Löwdin method, atoms 1 to 6: 0.169 -0.204 -0.027 0.064 0.479 -0.294

Stability check: which of them is least stable? arrangement ii.

Arrangement i

ORCA calculation (ωB97M-V/def2-TZVPD) on a 2-piece molecular cluster, C3H8OS overall.

Atoms and positions in Å:
1 C -0.350 1.526 -2.396
2 O -1.072 0.606 -2.134
3 H -0.309 1.931 -3.423
4 H 0.305 1.993 -1.645
5 C -0.930 -1.206 0.738
6 S 0.268 0.097 0.866
7 C 1.611 -0.745 1.718
8 H -0.901 -1.865 1.604
9 H -0.802 -1.797 -0.163
10 H -1.932 -0.792 0.669
11 H 2.550 -0.241 1.472
12 H 1.500 -0.674 2.801
13 H 1.690 -1.785 1.429

Summary:
E_LUMO	0.03537	hartree
2S+1	1
net charge	0
SMILES string	C=O.CSC

Atomic partial charges in e from the Löwdin method, atoms 1 to 6: -0.155 -0.026 0.079 0.063 -0.451 0.741

Arrangement ii

ORCA calculation (ωB97M-V/def2-TZVPD) on a 2-piece molecular cluster, C3H8OS overall.

Atoms and positions in Å:
1 C 1.031 0.346 0.116
2 O 1.999 -0.482 -0.772
3 C 1.915 1.106 0.997
4 C -2.345 -1.351 -0.748
5 S -2.724 0.228 -0.240
6 H 0.263 -0.335 0.544
7 H 0.412 0.992 -0.635
8 H 2.726 -0.349 -0.177
9 H 2.111 2.096 0.767
10 H 2.106 0.874 2.100
11 H -1.562 -1.323 -1.612
12 H -1.853 -1.898 -0.016
13 H -4.079 0.093 -0.324

Summary:
E_LUMO	-0.13871	hartree
2S+1	1
net charge	0

Atomic partial charges in e from the Löwdin method, atoms 1 to 6: -0.292 -0.093 0.089 -0.460 0.594 0.078

Arrangement iii

ORCA calculation (ωB97M-V/def2-TZVPD) on an isolated molecule of C3H8OS.

Atoms and positions in Å:
1 C -0.327 -1.405 0.663
2 C 0.097 -0.327 -0.304
3 S 2.184 0.351 0.187
4 C -0.832 0.911 -0.187
5 O -0.167 1.960 0.358
6 H -0.159 -1.179 1.782
7 H -1.384 -1.439 0.490
8 H 0.306 -2.282 0.584
9 H 0.312 -0.643 -1.254
10 H 2.201 1.428 -0.586
11 H -1.790 0.636 0.303
12 H -1.091 1.166 -1.146
13 H 0.449 1.563 1.009

Summary:
E_LUMO	0.01457	hartree
2S+1	1
net charge	0
SMILES string	C[C@H](S)CO

Atomic partial charges in e from the Löwdin method, atoms 1 to 6: -0.128 -0.345 0.584 -0.330 -0.115 0.114

Stability check: which of them is least stable? arrangement ii.